1.
Formula: C8H49NO17Si
Source: the Open Molecules 2025 dataset
Level of theory: ωB97M-V/def2-TZVPD

For the gap between HOMO and LUMO, the calculation gives 9.3 eV. The charge is 0. Its largest force on an atom is 0.036 Eh/bohr. As for the total energy: -1957.50433 Ha.

Geometry as XYZ:
```
76
Properties=species:S:1:pos:R:3:forces:R:3
C 2.134706 -2.646494 -1.306911 0.243 0.162 -0.208
C 2.956622 -1.361285 -1.407172 -0.223 -0.516 0.553
C 2.591814 -0.472509 -0.228295 -0.277 -0.129 -0.374
O 1.702141 -0.782142 0.510019 -0.343 -0.200 0.563
O 3.273698 0.658884 0.025101 0.544 0.544 -0.428
C 3.036296 1.703884 -0.951051 -0.536 -0.296 0.055
C 1.622026 2.316823 -0.749683 0.628 -0.109 -0.803
Si 0.526078 2.015707 -2.276161 -0.401 0.479 0.463
C -1.331827 1.980879 -1.894916 0.852 0.178 0.339
C -1.727080 1.415492 -0.509177 -1.292 -0.483 -1.211
C -3.003754 0.535990 -0.625343 0.502 -0.842 -0.073
N -2.824999 -0.812139 -0.030360 0.133 0.395 0.492
H 1.076802 -2.422560 -1.345015 -0.220 -0.054 -0.008
H 2.345369 -3.136740 -0.365488 -0.066 -0.129 0.167
H 2.384194 -3.335516 -2.106371 0.027 -0.050 -0.158
H 2.768919 -0.880324 -2.360410 0.106 0.322 -0.096
H 4.009937 -1.622656 -1.337948 0.252 0.288 -0.091
H 3.829271 2.431457 -0.860526 0.127 0.048 0.310
H 3.143577 1.270991 -1.944057 0.066 -0.002 -0.143
H 1.767882 3.391165 -0.660519 -0.251 0.182 0.140
H 1.184691 1.954598 0.174416 -0.055 -0.096 0.128
H 0.778390 3.148621 -3.204958 0.065 -0.118 -0.103
H 0.958073 0.779245 -2.970601 0.027 -0.128 0.064
H -1.664750 3.016549 -1.955647 -0.103 0.160 -0.176
H -1.837012 1.464179 -2.707931 -0.113 -0.091 -0.049
H -2.023344 2.249858 0.102534 0.448 0.064 0.531
H -0.953101 0.817825 -0.039564 0.215 0.092 0.131
H -3.290216 0.377912 -1.659941 0.086 0.298 -0.278
H -3.844332 1.024196 -0.158342 0.022 0.006 0.161
H -3.682720 -1.086261 0.429060 -0.005 -0.179 -0.045
H -2.635399 -1.488047 -0.757328 -0.005 -0.118 0.050
O 1.731975 -5.992029 0.118721 -0.011 -0.091 0.213
H 2.130187 -5.341289 0.705618 -0.076 0.190 -0.053
H 0.820543 -6.051658 0.438335 0.007 0.120 -0.016
O -1.142173 2.608939 2.384842 -0.064 0.170 -0.379
H -0.477853 3.303813 2.438225 0.010 -0.011 0.335
H -0.651117 1.801169 2.573960 -0.147 -0.048 0.164
O -2.701797 4.701399 0.386933 -0.107 0.074 0.078
H -2.294633 4.183740 1.096455 0.080 -0.186 -0.139
H -2.065060 4.639622 -0.331907 -0.002 0.075 -0.010
O -5.290616 1.652479 -2.116092 -0.276 0.113 -0.224
H -6.234268 1.833854 -2.172947 0.006 0.012 0.021
H -4.882691 2.522351 -2.053910 0.032 -0.039 0.059
O 5.364307 2.412969 -3.076356 0.098 -0.008 0.066
H 6.059080 3.075980 -3.010829 -0.031 0.027 -0.052
H 5.788325 1.597795 -2.788218 -0.021 -0.012 -0.030
O -1.277514 -0.050996 -4.953021 -0.096 0.074 0.102
H -0.725964 0.591945 -4.496522 0.079 -0.070 -0.101
H -2.046557 -0.151836 -4.376984 -0.070 -0.125 -0.041
O -0.594556 -1.319159 1.999775 -0.261 -0.053 0.597
H -1.353552 -1.034218 1.463506 -0.335 -0.132 -0.233
H 0.158480 -0.917054 1.569797 0.567 0.002 -0.354
O -0.595556 -4.501635 2.079882 0.262 0.034 -0.135
H -0.366681 -3.581989 1.875415 -0.218 0.113 0.068
H -0.519028 -4.555556 3.037218 -0.022 -0.028 -0.022
O 2.518657 -7.898699 2.266698 0.024 0.087 -0.030
H 3.353277 -8.326668 2.047498 0.063 0.056 0.141
H 2.402279 -7.219129 1.586212 -0.087 -0.284 -0.093
O 5.298356 -8.808120 3.374441 0.071 -0.065 0.011
H 4.937269 -9.214494 4.168474 -0.081 0.042 -0.027
H 6.223189 -8.645501 3.582220 -0.004 0.007 -0.046
O -0.957466 5.796861 2.331578 0.236 0.161 0.226
H -1.914373 5.910190 2.339712 -0.002 -0.032 -0.083
H -0.609741 6.694888 2.334311 0.033 -0.022 -0.028
O -4.501232 2.616719 1.065970 -0.329 0.210 0.331
H -4.389153 3.521853 0.749190 0.138 -0.057 -0.046
H -4.118286 2.625427 1.951114 0.019 -0.088 -0.041
O 0.291440 4.184631 4.519110 0.190 0.000 -0.040
H 0.064803 4.817137 3.827555 -0.145 0.179 0.013
H 1.242307 4.055109 4.449733 -0.008 -0.029 0.076
O 0.519577 0.165229 4.678520 0.067 0.022 -0.075
H 0.238914 -0.337596 3.904315 -0.145 -0.154 -0.108
H 0.312466 -0.406581 5.422865 -0.025 0.039 0.010
O -3.977655 -1.249113 -4.280420 0.049 -0.014 -0.153
H -4.916556 -1.393043 -4.128758 0.016 0.096 0.131
H -3.881239 -1.294315 -5.238257 0.064 -0.032 0.015
```
Forces are in eV/Å.

Atom charges from the Mulliken analysis, given in e for atoms 1 to 6: C -1.147; C -0.113; C 0.444; O -0.633; O -0.424; C -0.699

2.
Formula: CH4N2O
Source: the Open Molecules 2025 dataset
Level of theory: ωB97M-V/def2-TZVPD

For the gap between HOMO and LUMO, the calculation gives 10.7 eV. The charge is 0. Its largest force on an atom is 0.041 Eh/bohr. As for the SMILES: NC(N)=O. As for the total energy: -225.28602 Ha. As for the energy relative to the best compared isomer or geometry (same formula, charge and spin): 15.7 kJ/mol.

Geometry as XYZ:
```
8
Properties=species:S:1:pos:R:3:forces:R:3
C 0.083177 0.490116 -0.048350 -0.442 0.631 0.902
H 1.025583 -1.378162 0.040346 0.246 1.211 -0.150
H 2.048691 0.083590 -0.144164 -0.995 -0.680 0.252
H -1.957524 0.570929 0.206170 1.332 -0.741 -0.501
H -1.424278 -1.042291 -0.027190 0.585 0.133 0.002
N 1.129805 -0.352517 0.026670 1.419 -1.540 -0.396
N -1.173267 -0.065506 -0.050300 -1.768 0.831 0.261
O 0.267812 1.693841 -0.003180 -0.377 0.153 -0.370
```
Forces are in eV/Å.

Atom charges from the natural (NBO) analysis, given in e for atoms 1 to 6: C 0.764; H 0.390; H 0.416; H 0.409; H 0.389; N -0.846

3.
Formula: C4H12NO3
Source: the Open Molecules 2025 dataset
Level of theory: ωB97M-V/def2-TZVPD

For the gap between HOMO and LUMO, the calculation gives 7.4 eV. The charge is -1. Its largest force on an atom is 0.054 Eh/bohr. As for the total energy: -440.07848 Ha. As for the energy relative to the best compared isomer or geometry (same formula, charge and spin): 77.9 kJ/mol.

Geometry as XYZ:
```
20
Properties=species:S:1:pos:R:3:forces:R:3
C 1.296801 -1.758001 1.383992 0.542 0.677 -0.902
O 1.505282 -2.896675 0.564702 0.306 -0.347 0.104
C 0.872196 -0.528485 0.444826 0.212 -1.452 1.788
C 0.097460 0.448807 1.294659 -0.025 2.765 0.030
C -0.439525 1.604942 0.368941 -0.676 0.094 0.150
O -1.461564 1.087911 -0.385999 -0.039 0.307 -0.465
N 0.246207 -1.109753 -0.744420 -1.804 1.170 -0.112
H 0.488569 -1.975851 2.125228 0.598 0.213 -0.516
H 2.272886 -1.561621 1.888974 -0.814 0.231 0.119
H 1.551589 -2.527260 -0.334479 -0.373 -0.255 0.025
H 1.727010 0.053867 0.075385 0.211 -0.396 0.202
H -0.773692 0.174707 1.887125 -0.241 -0.960 -0.494
H 0.748689 0.866445 2.099920 0.247 -0.192 -0.572
H -0.786278 2.507189 0.944138 0.188 -0.496 0.381
H 0.348673 2.072105 -0.272844 0.401 -0.486 0.216
H -0.244779 -0.266579 -1.156942 0.499 -0.699 0.146
H -0.624124 -1.575588 -0.415808 0.780 0.019 -0.147
H -1.808438 2.274336 -1.513191 -0.194 0.147 0.368
H -1.521308 2.033657 -2.885145 -0.221 0.703 -0.277
O -1.873342 2.792876 -2.383142 0.405 -1.044 -0.044
```
Forces are in eV/Å.

Atom charges from the natural (NBO) analysis, given in e for atoms 1 to 6: C -0.064; O -0.762; C -0.073; C -0.457; C -0.039; O -0.974

4.
Formula: C3H16NO3
Source: the Open Molecules 2025 dataset
Level of theory: ωB97M-V/def2-TZVPD

For the gap between HOMO and LUMO, the calculation gives 12.4 eV. The charge is +1. Its largest force on an atom is 0.031 Eh/bohr. As for the total energy: -404.14004 Ha. As for the energy relative to the best compared isomer or geometry (same formula, charge and spin): 63.1 kJ/mol.

Geometry as XYZ:
```
23
Properties=species:S:1:pos:R:3:forces:R:3
C -1.821482 -1.936995 -1.378289 -1.176 0.729 -0.751
C -1.661920 -0.611476 -0.633358 -0.323 -0.004 0.438
N -0.242889 -0.257542 -0.273998 -1.294 0.568 0.154
C 0.414698 -1.285263 0.562326 0.260 -0.128 1.118
H -0.939594 -2.558834 -1.499814 -0.084 -0.097 0.412
H -2.705118 -2.437173 -0.980729 0.528 -0.540 0.364
H -2.185279 -1.707838 -2.385023 0.450 0.035 -0.089
H -2.111523 0.192661 -1.207534 0.468 0.270 -0.252
H -2.215937 -0.546207 0.307262 0.174 -0.544 0.041
H -0.309095 0.597958 0.287101 0.326 0.064 -0.087
H 0.235279 0.059060 -1.115530 0.723 -0.320 -0.379
H 1.474808 -1.361633 0.362415 0.040 -0.153 -0.444
H -0.105476 -2.234627 0.518876 0.180 -0.106 -0.577
H 0.323490 -0.998878 1.613126 -0.110 0.277 -0.238
H 0.885905 3.141130 0.649044 -0.186 -0.014 -0.100
H 1.855460 2.009987 0.899344 -0.346 -0.012 -0.236
O 1.051123 2.224529 0.394588 0.548 0.038 0.335
H 1.729659 1.829611 -1.971313 0.000 -0.328 0.446
H 1.391532 1.443553 -3.349115 -0.102 -0.705 0.083
O 1.479060 1.036203 -2.468864 -0.100 0.915 -0.292
H -0.337316 0.410004 4.217102 -0.085 -0.040 -0.106
H 1.066262 0.088211 3.742383 -0.153 -0.026 -0.036
O 0.152046 0.137723 3.431212 0.262 0.122 0.195
```
Forces are in eV/Å.

Atom charges from the natural (NBO) analysis, given in e for atoms 1 to 6: C -0.663; C -0.223; N -0.519; C -0.456; H 0.236; H 0.248

5.
Formula: C4H6NS
Source: the Open Molecules 2025 dataset
Level of theory: ωB97M-V/def2-TZVPD

For the gap between HOMO and LUMO, the calculation gives 7.3 eV. The charge is +1. Its largest force on an atom is 0.069 Eh/bohr. As for the total energy: -608.46001 Ha. As for the energy relative to the best compared isomer or geometry (same formula, charge and spin): 533.7 kJ/mol.

Geometry as XYZ:
```
12
Properties=species:S:1:pos:R:3:forces:R:3
C 2.295962 -0.410188 1.574716 0.681 0.462 1.145
C 0.117303 -0.587250 -1.009723 0.375 -0.240 -1.020
C 1.334467 -0.199162 0.905411 -0.793 0.067 -1.039
C -0.935220 0.446024 0.943732 -2.547 -1.089 2.204
N 0.167920 -0.061884 0.157146 2.014 0.299 2.668
S 1.518720 -1.234415 -1.690474 -0.301 -0.018 -3.166
H 3.084400 -0.389801 2.320095 -0.271 -0.303 -0.658
H -0.854918 -0.611450 -1.427953 -0.706 0.087 -0.918
H -1.350148 -0.476313 1.606668 1.001 2.287 -1.373
H -1.752151 0.728330 0.260474 0.358 0.074 0.345
H -0.665323 1.311857 1.652136 -0.067 -1.456 -1.424
H 1.143956 -1.143258 -3.966317 0.256 -0.171 3.236
```
Forces are in eV/Å.

Atom charges from the natural (NBO) analysis, given in e for atoms 1 to 6: C -0.084; C 0.001; C 0.056; C -0.433; N -0.339; S 0.222

6.
Formula: C5H8O
Source: the Open Molecules 2025 dataset
Level of theory: ωB97M-V/def2-TZVPD

For the gap between HOMO and LUMO, the calculation gives 9.2 eV. The charge is 0. Its largest force on an atom is 0.005 Eh/bohr. As for the SMILES: C=C1C=COC1.[H][H]. As for the total energy: -270.47037 Ha. As for the energy relative to the best compared isomer or geometry (same formula, charge and spin): 229.8 kJ/mol.

Geometry as XYZ:
```
14
Properties=species:S:1:pos:R:3:forces:R:3
C -1.764814 0.567524 -0.151565 0.035 0.008 0.047
C -0.535517 0.289475 0.278800 -0.101 0.031 0.016
C 0.676274 1.109789 0.228081 0.050 -0.102 -0.051
C 1.706649 0.301234 0.505658 0.005 0.205 0.058
O 1.375249 -0.978883 0.809944 0.044 0.035 0.048
C -0.062961 -1.019622 0.877880 -0.233 -0.021 -0.016
H -0.140141 -0.739226 -2.358381 0.020 -0.013 -0.035
H -2.011786 1.540698 -0.565639 0.045 -0.127 0.088
H -2.552761 -0.178587 -0.124071 0.061 0.097 0.042
H 0.727336 2.152448 -0.058241 0.046 -0.207 0.036
H 2.770122 0.504800 0.529171 -0.133 0.008 -0.046
H 0.571782 -0.556441 -2.257811 0.045 -0.035 -0.057
H -0.343978 -1.084773 1.939185 0.043 -0.034 -0.217
H -0.415456 -1.908441 0.346988 0.071 0.154 0.087
```
Forces are in eV/Å.

Atom charges from the natural (NBO) analysis, given in e for atoms 1 to 6: C -0.434; C -0.027; C -0.362; C 0.177; O -0.484; C -0.110

Q: Which value of gap between HOMO and LUMO does entry 2 give?
A: 10.7 eV

Q: Among the records above, which one has the lowest gap between HOMO and LUMO?
A: C4H6NS

Q: Which value of largest force on an atom does entry 5 give?
A: 0.069 Eh/bohr

Q: Which of these has the lowest charge?
A: C4H12NO3